Computed, not measured: the molecule C4H10N2O, with ωB97M-V with the def2-TZVPD basis set.

Each line ends with the Mulliken charge.
Geometry (Å):
C 2.411 0.157 -1.078  -0.808
N 1.654 0.187 0.302  -0.209
C 0.482 -0.688 0.488  0.472
O 0.678 -1.822 0.873  -0.618
N -0.721 -0.146 0.180  0.110
C -1.912 -0.939 0.440  -1.030
C -0.914 1.241 -0.207  -1.019
H 2.336 -0.144 0.984  0.363
H 2.468 -0.929 -1.264  0.198
H 1.647 0.537 -1.781  0.116
H 1.465 1.166 0.511  0.379
H -2.496 -0.494 1.255  0.342
H -1.604 -1.944 0.724  0.354
H -2.536 -0.988 -0.459  0.338
H -0.161 1.555 -0.936  0.386
H -1.891 1.329 -0.689  0.317
H -0.907 1.920 0.658  0.310

## Properties
Highest occupied orbital energy: -6.92 eV
Molecular weight: 102.137 g/mol
Orbital gap: 7.38 eV
Energy relative to the best compared isomer or geometry (same formula, charge and spin): 3.924 eV